# C53H88O29

14 unconnected molecules or ions with the total composition C53H88O29 in a non-equilibrium geometry (ωB97M-V/def2-TZVPD, the Open Molecules 2025 dataset).

For the HOMO energy, the calculation gives -9.54 eV. The value obtained for the energy is -4254.24222 Eh. The calculation puts the orbital gap at 9.905 eV. The total charge is 0.

Element x y z (Å)
C  -3.185  -3.051  -6.729
O  -3.230  -3.136  -5.310
C  -2.240  -3.646  -4.628
O  -1.221  -4.053  -5.126
O  -2.624  -3.557  -3.355
C  -1.693  -3.759  -2.307
H  -3.326  -4.038  -7.169
H  -2.210  -2.662  -7.023
H  -3.915  -2.300  -7.029
H  -1.104  -4.674  -2.370
H  -2.248  -3.737  -1.369
H  -0.890  -3.023  -2.353
C  -3.077  -4.033  6.948
O  -3.599  -2.865  6.299
C  -3.138  -2.559  5.061
O  -2.073  -2.984  4.576
O  -4.042  -1.694  4.386
C  -3.603  -1.352  3.068
H  -2.990  -4.861  6.244
H  -3.681  -4.255  7.828
H  -2.068  -3.845  7.315
H  -4.434  -0.885  2.539
H  -3.286  -2.231  2.505
H  -2.767  -0.654  3.114
C  4.481  1.031  2.504
O  5.019  1.809  1.408
C  6.256  1.523  1.050
O  7.084  0.749  1.564
O  6.483  2.351  -0.018
C  7.650  2.270  -0.761
H  3.413  0.847  2.384
H  4.487  1.792  3.285
H  5.046  0.155  2.820
H  7.468  1.841  -1.746
H  8.409  1.701  -0.224
H  8.145  3.216  -0.980
C  3.473  -3.897  -1.060
C  2.675  -2.691  -0.728
C  3.752  -1.657  -0.278
O  5.025  -2.181  -0.631
C  4.803  -3.353  -1.429
H  3.010  -4.494  -1.846
H  3.720  -4.592  -0.257
H  1.997  -2.942  0.088
H  2.159  -2.358  -1.628
H  3.632  -1.497  0.794
H  3.601  -0.768  -0.890
H  5.693  -3.965  -1.288
H  4.739  -2.960  -2.443
C  -3.402  3.173  0.534
C  -3.476  4.295  1.586
C  -4.192  3.727  2.824
O  -3.829  2.332  2.757
C  -3.831  1.955  1.331
H  -2.385  3.075  0.154
H  -4.089  3.294  -0.304
H  -4.078  5.135  1.240
H  -2.548  4.759  1.919
H  -5.276  3.818  2.754
H  -3.864  4.180  3.760
H  -4.857  1.659  1.115
H  -3.128  1.139  1.166
O  3.405  1.904  -2.911
C  4.174  1.454  -3.754
O  4.965  2.335  -4.423
C  5.576  1.674  -5.508
C  5.587  0.165  -5.161
C  4.316  0.047  -4.319
H  6.609  1.973  -5.686
H  5.064  1.851  -6.454
H  6.444  -0.076  -4.531
H  5.665  -0.531  -5.996
H  4.404  -0.720  -3.550
H  3.418  -0.112  -4.917
O  0.726  4.361  1.303
C  1.754  4.718  1.895
O  1.791  5.290  3.068
C  3.051  5.718  3.447
C  4.024  5.388  2.342
C  3.102  4.742  1.270
H  3.437  5.187  4.318
H  3.085  6.798  3.589
H  4.755  4.644  2.659
H  4.673  6.178  1.965
H  3.466  3.783  0.902
H  2.954  5.399  0.413
O  -1.609  -1.660  0.249
C  -0.751  -0.749  0.220
O  -0.188  -0.298  1.403
C  0.731  0.753  1.167
C  0.630  1.173  -0.353
C  -0.197  0.075  -0.966
H  1.653  0.194  1.331
H  0.633  1.594  1.854
H  1.543  1.300  -0.935
H  0.050  2.089  -0.464
H  0.449  -0.596  -1.532
H  -0.955  0.518  -1.612
O  -0.080  -1.337  -3.987
C  -0.402  -0.538  -4.871
O  0.359  -0.476  -5.985
C  -0.354  0.307  -6.985
C  -1.198  1.288  -6.168
C  -1.507  0.526  -4.893
H  -1.010  -0.283  -7.625
H  0.321  0.828  -7.664
H  -2.130  1.478  -6.700
H  -0.663  2.193  -5.881
H  -2.515  0.111  -4.921
H  -1.476  1.163  -4.009
O  5.085  -2.056  5.828
C  3.955  -2.132  5.390
O  3.636  -1.409  4.269
C  2.485  -1.934  3.635
C  1.729  -2.688  4.793
C  2.779  -3.005  5.849
H  2.689  -2.538  2.751
H  1.941  -1.050  3.302
H  1.170  -3.561  4.456
H  1.010  -2.142  5.404
H  3.005  -4.071  5.864
H  2.369  -2.620  6.783
O  2.175  2.273  4.587
C  1.034  1.840  4.846
O  0.821  0.620  5.401
C  -0.541  0.303  5.579
C  -1.243  1.294  4.658
C  -0.312  2.533  4.577
H  -0.890  0.381  6.609
H  -0.803  -0.714  5.285
H  -2.238  1.616  4.965
H  -1.430  0.900  3.659
H  -0.497  3.261  5.367
H  -0.402  3.059  3.627
O  -3.120  -6.534  -0.418
C  -4.002  -5.840  0.100
O  -5.240  -6.258  0.299
C  -5.934  -5.395  1.272
C  -4.986  -4.284  1.701
C  -3.765  -4.468  0.714
H  -6.279  -6.052  2.071
H  -6.820  -4.966  0.803
H  -4.635  -4.371  2.729
H  -5.401  -3.285  1.571
H  -2.772  -4.419  1.162
H  -3.682  -3.700  -0.056
O  -2.484  4.546  -3.826
C  -1.354  4.455  -3.273
O  -0.270  3.918  -4.027
C  0.858  3.790  -3.163
C  0.578  4.812  -2.082
C  -0.899  4.797  -1.873
H  1.733  4.111  -3.728
H  0.976  2.723  -2.972
H  0.924  5.832  -2.250
H  1.083  4.613  -1.137
H  -1.341  5.705  -1.462
H  -1.234  3.996  -1.214
O  -4.090  1.113  -2.478
C  -4.693  0.038  -2.437
O  -5.961  -0.160  -3.089
C  -6.562  -1.341  -2.502
C  -5.388  -2.139  -1.931
C  -4.370  -1.114  -1.493
H  -7.084  -1.955  -3.237
H  -7.274  -0.998  -1.751
H  -4.913  -2.756  -2.694
H  -5.732  -2.794  -1.130
H  -3.317  -1.396  -1.509
H  -4.479  -0.823  -0.449